Model w:
The following is a quantum chemistry calculation of C4H8NO3 as an isolated structure, from the OMol25 dataset.

Computed properties:
HOMO-LUMO gap, eV: 6.15
Charge: -1

Last column: Mulliken charge in e.
CARTESIAN COORDINATES (ANGSTROEM)
C1 -0.05 0.85 1.96  -0.5758
O1 0.26 0.17 3.06  -0.8698
C2 -0.04 0.08 0.62  0.3587
C3 0.07 0.92 -0.65  -0.7653
C4 -0.46 0.00 -1.78  0.4425
O2 0.49 -0.51 -2.53  -0.4949
O3 -1.59 -0.42 -1.68  -0.5266
N1 1.01 -0.95 0.70  -0.6396
H1 0.66 1.70 1.72  0.1417
H2 -1.05 1.35 2.00  0.2163
H3 1.73 -0.92 -0.02  0.1730
H4 -0.94 -0.55 0.55  0.1740
H5 -0.46 1.87 -0.52  0.2966
H6 1.10 1.27 -0.78  0.3999
H7 0.19 -1.17 -1.67  0.4101
H8 1.40 -0.95 1.64  0.2592

Model x:
The following is a quantum chemistry calculation of a 2-piece molecular cluster, C4H8NO3 overall, from the OMol25 dataset.

Computed properties:
HOMO-LUMO gap, eV: 8.15
Charge: -1

Last column: Mulliken charge in e.
CARTESIAN COORDINATES (ANGSTROEM)
C1 -0.16 2.02 -1.74  -0.8080
C2 -1.35 1.03 -1.50  0.4862
O1 -2.27 1.02 -2.20  -0.5869
N1 -1.36 0.47 -0.23  -0.3063
H1 -2.04 -0.05 0.22  0.1548
H2 -0.42 0.41 0.15  0.3033
H3 -0.20 2.09 -2.88  0.2447
H4 0.74 1.46 -1.38  0.3335
H5 -0.41 3.06 -1.45  0.2073
C3 0.65 -1.74 2.44  -0.6983
C4 1.33 -1.17 1.30  0.6046
O2 0.88 -0.04 0.95  -0.8160
O3 2.33 -1.66 0.70  -0.7461
H6 1.44 -2.51 2.90  0.2148
H7 -0.36 -2.35 2.32  0.1757
H8 0.42 -0.82 3.02  0.2366

Energy above the most stable structure, in eV: model w 3.385; model x 0.000

Model w:
The following is a quantum chemistry calculation of a 2-piece molecular cluster, C4H8NO3 overall, from the OMol25 dataset.

Computed properties:
HOMO-LUMO gap, eV: 7.51
Charge: -1

Last column: Mulliken charge in e.
CARTESIAN COORDINATES (ANGSTROEM)
C1 2.08 -0.73 0.77  -0.9118
C2 2.06 0.42 1.81  0.6302
O1 0.91 0.73 2.24  -0.7776
O2 3.11 1.06 2.01  -0.7218
H1 3.08 -1.18 0.69  0.2785
H2 1.62 -0.40 -0.16  0.2045
H3 1.49 -1.55 1.21  0.3045
C3 -2.42 0.21 -1.63  -1.0586
C4 -1.05 -0.01 -1.17  0.8918
O3 -0.07 -0.29 -1.87  -0.6736
N1 -0.82 0.17 0.16  -0.2203
H4 0.15 0.24 0.53  0.0747
H5 -1.52 0.40 0.85  0.1653
H6 -3.08 -0.65 -1.84  0.2533
H7 -2.51 0.71 -2.62  0.2831
H8 -3.03 0.86 -0.98  0.2777

Model x:
The following is a quantum chemistry calculation of C4H8NO3 as an isolated structure, from the OMol25 dataset.

Computed properties:
HOMO-LUMO gap, eV: 8.49
Charge: -1

Last column: Mulliken charge in e.
CARTESIAN COORDINATES (ANGSTROEM)
O1 2.83 0.71 2.16  -0.6787
C1 2.08 0.97 1.23  -0.1115
N1 1.05 0.18 0.85  -0.1808
C2 0.76 -1.07 1.53  -0.8182
H1 2.17 1.89 0.61  0.2821
H2 0.47 0.48 0.06  0.7401
H3 1.62 -1.76 1.47  0.2451
H4 -0.11 -1.55 1.05  0.3116
H5 0.53 -0.90 2.59  0.2453
O2 -1.21 -1.09 -0.36  -0.7479
O3 -0.14 0.87 -0.84  -0.7135
C3 -1.03 -0.02 -1.01  0.6970
C4 -2.06 0.27 -2.13  -1.0579
H6 -2.90 0.83 -1.70  0.2025
H7 -1.61 0.87 -2.94  0.2884
H8 -2.45 -0.67 -2.57  0.2964

Model y:
The following is a quantum chemistry calculation of an isolated ion of composition C4H8NO3 and charge -1, from the OMol25 dataset.

Computed properties:
SMILES: N[C@H](CO)CC(=O)[O-]
HOMO-LUMO gap, eV: 7.70
Charge: -1

Last column: Mulliken charge in e.
CARTESIAN COORDINATES (ANGSTROEM)
N1 -1.51 -1.71 -0.16  -0.7721
C1 -0.52 -0.78 0.37  0.7733
C2 -1.03 -0.39 1.75  -0.7253
O1 -0.44 0.79 2.25  -0.4877
C3 -0.30 0.49 -0.52  -0.7610
C4 1.19 0.56 -1.14  0.4805
O2 1.48 -0.56 -1.62  -0.7119
O3 1.76 1.65 -1.25  -0.7332
H1 -2.48 -1.42 -0.22  0.1857
H2 -1.23 -2.05 -1.06  0.2780
H3 0.45 -1.30 0.40  0.2939
H4 -0.56 -1.16 2.43  0.2061
H5 -2.11 -0.34 1.99  0.3342
H6 -0.72 1.56 1.74  0.3012
H7 -0.49 1.47 -0.09  0.1242
H8 -0.83 0.37 -1.46  0.2139

Model z:
The following is a quantum chemistry calculation of a 2-piece molecular cluster, C4H8NO3 overall, from the OMol25 dataset.

Computed properties:
HOMO-LUMO gap, eV: 8.64
Charge: -1

Last column: Mulliken charge in e.
CARTESIAN COORDINATES (ANGSTROEM)
C1 -0.83 -2.11 1.39  -0.7449
C2 0.64 -1.83 1.76  0.5718
O1 1.28 -2.56 2.51  -0.7026
N1 1.14 -0.71 1.23  -0.2144
H1 2.00 -0.37 1.63  0.1877
H2 0.61 -0.05 0.67  0.1944
H3 -1.36 -2.22 2.35  0.2006
H4 -1.01 -3.08 0.95  0.2376
H5 -1.16 -1.25 0.83  0.2787
C3 -0.29 2.37 -2.43  -0.9969
C4 0.00 1.59 -1.14  0.6914
O2 -0.60 0.48 -1.08  -0.7442
O3 0.83 2.03 -0.32  -0.7554
H6 -0.72 1.71 -3.20  0.2823
H7 0.54 2.88 -2.89  0.2975
H8 -1.09 3.11 -2.27  0.2165

Energy above the most stable structure, in eV: model w 0.795; model x 1.663; model y 1.911; model z 0.000

Model w:
The following is a quantum chemistry calculation of a 2-piece molecular cluster, C4H8NO3 overall, from the OMol25 dataset.

Computed properties:
HOMO-LUMO gap, eV: 7.90
Charge: -1

Last column: Mulliken charge in e.
CARTESIAN COORDINATES (ANGSTROEM)
C1 2.78 -1.83 0.67  -0.9266
C2 2.23 -0.42 0.50  0.5731
O1 1.35 -0.11 1.24  -0.6560
O2 2.70 0.26 -0.51  -0.7927
H1 2.11 -2.53 1.24  0.2436
H2 3.74 -1.88 1.12  0.2486
H3 2.75 -2.16 -0.32  0.3133
C3 -1.69 0.62 -1.79  -0.8863
C4 -2.40 0.61 -0.38  0.5895
O3 -3.59 0.25 -0.35  -0.6522
N1 -1.58 0.87 0.69  -0.3532
H4 -1.98 0.75 1.70  0.2209
H5 -0.61 0.93 0.70  0.2488
H6 -0.83 1.43 -1.98  0.2671
H7 -2.33 0.50 -2.62  0.3345
H8 -1.02 -0.27 -1.72  0.2274

Model x:
The following is a quantum chemistry calculation of a 2-piece molecular cluster, C4H8NO3 overall, from the OMol25 dataset.

Computed properties:
HOMO-LUMO gap, eV: 8.79
Charge: -1

Last column: Mulliken charge in e.
CARTESIAN COORDINATES (ANGSTROEM)
C1 0.24 -1.04 2.77  -0.8319
C2 0.71 -0.50 1.41  0.6512
O1 0.13 0.60 1.13  -0.8161
O2 1.70 -1.00 0.92  -0.6616
H1 1.06 -0.58 3.45  0.2201
H2 0.05 -2.24 2.71  0.1944
H3 -0.69 -0.55 2.67  0.2877
C3 0.67 0.58 -2.12  -0.7943
C4 -0.84 0.58 -1.96  0.4978
O3 -1.39 0.41 -3.09  -0.7052
N1 -1.50 0.73 -0.82  -0.4202
H4 -2.40 0.28 -0.66  0.2389
H5 -0.83 0.67 -0.07  0.3725
H6 0.82 1.58 -1.63  0.2117
H7 0.97 0.59 -3.14  0.2927
H8 1.30 -0.11 -1.57  0.2621

Energy above the most stable structure, in eV: model w 0.000; model x 0.381

Model w:
The following is a quantum chemistry calculation of the molecule C3H4ClNS, from the OMol25 dataset.

Computed properties:
SMILES: C=C(Cl)C(N)=S
HOMO-LUMO gap, eV: 8.88
Charge: 0

Last column: Mulliken charge in e.
CARTESIAN COORDINATES (ANGSTROEM)
C1 1.18 -0.44 -1.16  -0.6830
C2 0.02 0.04 -0.76  0.2648
Cl1 -1.24 0.12 -1.92  -0.1746
C3 -0.36 0.63 0.57  0.1974
N1 -0.63 -0.29 1.56  -0.3927
S1 -0.55 2.26 0.79  -0.2822
H1 2.06 -0.41 -0.54  0.2920
H2 1.33 -0.62 -2.24  0.2641
H3 -0.59 -1.30 1.32  0.2719
H4 -1.22 0.02 2.36  0.2422

Model x:
The following is a quantum chemistry calculation of the molecule C3H4ClNS, from the OMol25 dataset.

Computed properties:
SMILES: N#CCSCCl
HOMO-LUMO gap, eV: 9.93
Charge: 0

Last column: Mulliken charge in e.
CARTESIAN COORDINATES (ANGSTROEM)
N1 -1.52 1.26 -0.16  -0.4689
C1 -1.37 0.13 -0.35  0.3043
C2 -0.67 -1.09 -0.70  -0.3964
S1 1.09 -0.72 -0.33  -0.0926
C3 1.14 0.77 0.63  -0.5160
Cl1 0.43 0.52 2.26  -0.1531
H1 -0.75 -2.10 -0.29  0.3057
H2 -0.95 -1.27 -1.80  0.2995
H3 0.42 1.40 0.02  0.3848
H4 2.17 1.11 0.73  0.3326

Model y:
The following is a quantum chemistry calculation of a 2-piece molecular cluster, C3H4ClNS overall, from the OMol25 dataset.

Computed properties:
SMILES: C=CCl.N=C=S
HOMO-LUMO gap, eV: 10.18
Charge: 0

Last column: Mulliken charge in e.
CARTESIAN COORDINATES (ANGSTROEM)
C1 1.78 -1.69 -1.04  -0.6482
C2 1.05 -0.78 -0.39  -0.0303
Cl1 -0.72 -0.77 -0.38  -0.1805
H1 2.87 -1.53 -1.07  0.1976
H2 1.53 -2.47 -1.58  0.3478
H3 1.58 0.01 0.09  0.3169
N1 -1.88 2.32 0.51  -0.3146
C3 -2.01 1.72 1.54  0.3189
S1 -2.17 0.76 2.78  -0.3065
H4 -2.03 2.44 -0.45  0.2989

Energy above the most stable structure, in eV: model w 0.000; model x 0.752; model y 0.849